45
Properties=species:S:1:pos:R:3:forces:R:3:lowdin_charge:R:1 method="wB97M-V/def2-TZVPD" relative_energy_ev=1.169 orbital_gap_ev=9.5 lumo_ev=0.53 smiles="CCOCC(=O)Nc1ccc(S(=O)(=O)NC[C@H]2CCCO2)cc1" spin_multiplicity=1
C -4.44133 -2.16757 0.44388 -0.29 0.26 0.09 -0.06
C -5.78950 -1.59505 0.87120 0.11 -0.41 0.05 -0.25
O -5.85837 -0.18053 0.85331 -0.02 0.33 0.04 -0.16
C -5.81436 0.39733 -0.43153 -0.13 0.04 -0.11 -0.12
C -4.39355 0.70853 -0.91764 -0.35 -0.18 0.24 -0.46
O -4.10507 0.75881 -2.09080 0.01 0.06 -0.23 0.08
N -3.55801 0.93862 0.12937 -0.16 0.07 0.54 0.14
C -2.20466 1.25520 0.13003 0.39 0.09 -0.16 -0.20
C -1.48992 1.47769 -1.04732 -0.08 -0.04 -0.09 0.02
C -0.14565 1.79510 -0.98121 0.02 0.02 0.02 -0.05
C 0.48023 1.88881 0.24634 0.71 0.24 -0.03 -0.28
S 2.23265 2.23251 0.33137 0.21 -0.39 0.30 0.64
O 2.64316 2.90228 -0.86541 -0.24 -0.20 -0.20 -0.28
O 2.53725 2.80960 1.60665 -0.26 -0.22 0.10 -0.29
N 2.95258 0.73507 0.31709 -0.13 0.80 0.16 -0.12
C 2.82671 -0.05799 -0.87966 0.06 -0.57 -0.41 -0.19
C 3.96943 -1.08146 -0.96446 -0.16 0.43 -0.44 -0.32
C 5.35062 -0.40897 -0.98154 -0.08 -0.15 0.06 -0.13
C 6.18311 -1.30800 -0.07062 -0.22 -0.06 0.05 -0.15
C 5.12351 -1.77844 0.92156 0.37 -0.02 0.19 -0.20
O 3.94070 -1.95210 0.16096 -0.27 0.03 0.06 -0.10
C -0.21543 1.67120 1.42050 -0.10 0.00 0.13 -0.06
C -1.55873 1.35744 1.36513 0.05 -0.01 -0.12 -0.01
H -3.64493 -1.80629 1.09049 0.09 0.00 0.04 0.07
H -4.20962 -1.89346 -0.58317 0.08 -0.06 -0.10 0.08
H -4.47757 -3.25147 0.51036 0.02 -0.12 -0.02 0.08
H -6.00245 -1.86441 1.90868 -0.04 -0.05 -0.14 0.12
H -6.58319 -2.00643 0.23185 0.02 0.06 0.10 0.12
H -6.31876 -0.22673 -1.17805 0.14 0.05 0.02 0.14
H -6.35093 1.35080 -0.36269 0.06 -0.10 -0.09 0.14
H -3.99230 0.81272 1.03918 0.08 -0.02 -0.25 0.14
H -1.99406 1.40308 -1.99640 0.00 0.01 -0.02 0.10
H 0.42571 1.99124 -1.87417 -0.01 0.02 -0.17 0.12
H 2.81348 0.21819 1.17061 -0.10 0.02 0.27 0.12
H 2.89575 0.63782 -1.71725 -0.01 -0.18 -0.14 0.12
H 1.86380 -0.58637 -0.92280 0.08 0.08 -0.05 0.13
H 3.80750 -1.70068 -1.85759 0.01 0.13 0.09 0.15
H 5.75246 -0.33287 -1.98876 0.00 0.05 -0.05 0.12
H 5.26096 0.58975 -0.55364 0.08 0.02 -0.05 0.11
H 7.00334 -0.78448 0.41342 0.08 0.00 0.01 0.11
H 6.57782 -2.15860 -0.62797 0.04 -0.02 0.03 0.11
H 5.35382 -2.73531 1.39395 0.01 0.10 0.02 0.12
H 4.96687 -1.01913 1.70084 0.04 -0.08 -0.02 0.12
H 0.30426 1.77044 2.36032 -0.03 0.00 0.17 0.11
H -2.11735 1.19413 2.27557 -0.05 -0.01 0.10 0.12